(1)
A molecular structure, C24H70BF4N4O12Pt in a non-equilibrium geometry. Source: OMol25; level of theory: ωB97M-V/def2-TZVPD.

Positions of all 116 atoms, in Å:
Pt 11.965 -21.081 -11.271
B 15.355 -16.893 -12.358
F 15.078 -15.867 -13.225
F 15.141 -16.520 -11.119
F 14.543 -17.929 -12.624
F 16.650 -17.272 -12.572
C 20.716 -18.368 -18.239
C 22.203 -18.267 -18.279
O 22.699 -17.862 -19.528
O 20.339 -19.410 -19.156
H 20.264 -17.384 -18.359
H 20.521 -18.685 -17.215
H 22.612 -19.258 -18.081
H 22.606 -17.566 -17.549
H 23.616 -18.126 -19.629
H 20.260 -18.985 -20.013
C 15.689 -23.802 -11.437
C 16.175 -22.792 -10.348
O 14.960 -22.375 -9.663
O 14.723 -23.211 -12.343
H 15.143 -24.662 -11.049
H 16.476 -24.239 -12.052
H 16.663 -21.978 -10.884
H 16.943 -23.238 -9.715
H 15.017 -22.677 -8.753
H 14.579 -23.805 -13.084
C 19.455 -11.840 -18.066
C 18.476 -12.198 -16.844
O 17.200 -12.464 -17.347
O 20.725 -11.609 -17.478
H 19.035 -10.959 -18.552
H 19.469 -12.700 -18.736
H 18.536 -11.366 -16.143
H 18.843 -13.048 -16.267
H 16.702 -12.914 -16.660
H 20.627 -10.928 -16.810
C 14.049 -19.393 -18.262
O 12.737 -18.880 -18.126
H 14.101 -20.413 -17.882
H 14.361 -19.279 -19.300
H 14.726 -18.836 -17.614
H 12.701 -17.975 -18.446
C 22.900 -14.820 -12.335
O 24.048 -15.622 -12.228
H 22.473 -14.507 -11.383
H 23.042 -13.934 -12.953
H 22.099 -15.326 -12.875
H 23.905 -16.361 -11.632
C 16.993 -10.835 -10.179
C 15.862 -10.786 -9.230
C 14.503 -10.743 -10.004
O 13.412 -10.861 -9.109
C 13.123 -9.647 -8.401
N 15.925 -11.947 -8.363
H 17.962 -10.881 -9.680
H 17.030 -9.918 -10.767
H 16.898 -11.734 -10.787
H 15.906 -9.857 -8.662
H 14.558 -11.588 -10.689
H 14.412 -9.852 -10.625
H 13.892 -9.396 -7.670
H 12.287 -9.808 -7.721
H 12.969 -8.803 -9.073
H 15.735 -12.718 -8.987
H 15.059 -11.835 -7.856
C 6.549 -20.844 -15.533
C 7.589 -21.723 -14.805
C 8.089 -22.885 -15.706
O 7.115 -23.700 -16.265
C 6.420 -24.460 -15.327
N 8.692 -20.858 -14.350
H 6.323 -20.064 -14.806
H 5.631 -21.402 -15.722
H 6.948 -20.406 -16.448
H 7.098 -22.159 -13.935
H 8.667 -23.518 -15.033
H 8.691 -22.487 -16.523
H 5.749 -25.107 -15.891
H 5.822 -23.845 -14.655
H 7.057 -25.055 -14.672
H 8.162 -20.112 -13.922
H 8.999 -20.323 -15.150
C 25.922 -22.885 -12.418
C 25.697 -21.923 -11.283
C 24.139 -21.620 -11.095
O 24.021 -20.375 -10.310
C 22.757 -20.028 -9.762
N 26.302 -22.442 -10.009
H 25.343 -23.808 -12.397
H 26.988 -23.104 -12.487
H 25.636 -22.504 -13.399
H 26.144 -20.935 -11.392
H 23.580 -22.383 -10.554
H 23.768 -21.611 -12.120
H 22.551 -20.621 -8.871
H 22.018 -19.980 -10.562
H 22.908 -19.033 -9.343
H 27.199 -22.862 -10.205
H 26.418 -21.601 -9.462
C 9.736 -17.415 -6.202
C 9.681 -18.743 -7.016
C 8.227 -19.330 -6.981
O 7.861 -19.654 -5.607
C 6.794 -20.597 -5.530
N 10.124 -18.424 -8.367
H 9.464 -17.657 -5.175
H 9.046 -16.688 -6.632
H 10.707 -16.920 -6.204
H 10.344 -19.498 -6.594
H 8.151 -20.187 -7.650
H 7.504 -18.598 -7.342
H 6.430 -20.792 -4.521
H 7.203 -21.542 -5.888
H 5.958 -20.242 -6.132
H 9.478 -17.717 -8.690
H 10.963 -17.863 -8.325

Highest occupied orbital energy (spin up / spin down): -10.015 / -10.015 eV
Total charge: +1
Multiplicity: 3
Kohn-Sham gap (spin up / spin down): 4.00 / 1.43 eV

---

(2)
A molecular structure, C23H26EuNO3 in a non-equilibrium geometry. Source: OMol25; level of theory: ωB97M-V/def2-TZVPD.

Positions of all 54 atoms, in Å:
C -0.565 -2.279 -0.608
C -1.614 -1.569 0.024
C -2.134 -0.615 -0.888
H -2.014 -1.753 1.022
C -1.444 -0.778 -2.131
C -0.467 -1.819 -1.959
H -1.654 -0.222 -3.047
C 1.092 0.316 2.792
C -0.164 -0.356 2.731
C -1.177 0.611 2.563
H -0.329 -1.423 2.779
C -0.542 1.890 2.448
C 0.856 1.706 2.687
H -2.976 0.058 -0.708
H 0.225 -2.177 -2.725
H -0.002 -3.104 -0.169
H 1.592 2.510 2.706
H -2.250 0.438 2.468
H 2.059 -0.155 2.923
Eu 0.828 0.533 -1.550
C -1.130 3.005 1.612
C -0.416 4.335 1.830
C -2.619 3.138 1.873
H -0.402 4.534 2.912
H -0.985 5.146 1.359
H 0.614 4.342 1.451
H -2.760 3.286 2.952
H -3.193 2.254 1.560
H -3.018 4.024 1.368
C -0.838 2.370 0.174
C -0.940 2.931 -1.207
H -1.410 1.409 0.159
H 0.251 2.134 0.274
O -0.049 2.499 -2.027
N -2.007 3.664 -1.649
C -2.569 3.172 -2.960
H -1.801 4.646 -1.705
C -3.766 2.323 -2.669
C -4.156 1.335 -3.578
H -3.540 1.172 -4.459
C -5.301 0.584 -3.332
H -5.607 -0.175 -4.053
C -6.068 0.834 -2.189
H -6.999 0.294 -2.026
C -5.676 1.810 -1.263
H -6.269 2.030 -0.368
C -4.509 2.548 -1.507
H -4.164 3.314 -0.805
H -1.773 2.583 -3.428
H -2.784 4.039 -3.611
O 2.797 -0.669 -0.887
C 3.501 0.027 -1.699
O 3.046 1.043 -2.327
H 4.535 -0.294 -1.855

Highest occupied orbital energy (spin up / spin down): -2.969 / -2.971 eV
Total charge: -1
Multiplicity: 8
Kohn-Sham gap (spin up / spin down): 5.30 / 5.30 eV